Record 1
DFT (wB97M-V/def2-TZVPD) results for one molecule with the formula C3H5N3O.

- Energy relative to the best compared isomer or geometry (same formula, charge and spin): 15.6 kcal/mol
- SMILES string: Nc1c[nH]c(O)n1
- Orbital gap: 8.60 eV
- LUMO energy: 0.867 eV

Last column: Mulliken charge in e.
Positions of all 12 atoms, in Å:
N (2.102619, 0.624521, -0.401438)  -0.495
C (0.797406, 0.195465, -0.155026)  0.444
C (0.402344, -1.076028, 0.141764)  -0.526
N (-0.997509, -1.009562, 0.199787)  -0.045
C (-1.312524, 0.276293, -0.045606)  0.367
O (-2.598625, 0.657969, -0.024215)  -0.494
N (-0.281449, 1.049944, -0.264526)  -0.639
H (2.760733, -0.143042, -0.352462)  0.233
H (2.402556, 1.401656, 0.172257)  0.252
H (0.959462, -1.821548, 0.682223)  0.310
H (-1.646781, -1.778948, 0.141520)  0.229
H (-2.588229, 1.623276, -0.094280)  0.364

Cartesian forces, eV/Å:
N 0.0 0.0 0.1
C 0.1 -0.2 0.1
C 0.1 0.2 0.2
N -0.2 0.2 0.1
C 0.1 -0.1 0.0
O 0.1 0.2 -0.1
N -0.1 -0.2 0.0
H -0.1 0.2 0.0
H -0.1 0.0 -0.1
H 0.0 -0.3 -0.4
H 0.1 0.2 0.2
H -0.1 -0.1 -0.1

***

Record 2
DFT (wB97M-V/def2-TZVPD) results for a 11-piece molecular cluster, C4H31NO12 overall in a non-equilibrium geometry.

- Energy relative to the best compared isomer or geometry (same formula, charge and spin): 123.9 kcal/mol
- SMILES string: C[C@H](O)[C@@H](N)CO.O.O.O.O.O.O.O.O.O.O
- Orbital gap: 8.68 eV
- LUMO energy: -0.051 eV

Last column: Mulliken charge in e.
Positions of all 48 atoms, in Å:
C (-0.273262, 2.078741, 1.126320)  -0.472
O (1.153870, 1.795105, 1.255770)  -0.452
C (-0.460870, 2.622960, -0.456262)  -0.230
C (-1.012338, 1.218959, -1.033212)  0.325
C (0.134703, 0.221555, -0.877011)  -0.690
O (-1.471064, 1.427489, -2.291565)  -0.682
N (-1.391676, 3.672558, -0.410190)  -0.637
H (-0.392490, 2.835580, 1.954234)  0.414
H (-0.746466, 1.290312, 1.577854)  0.203
H (0.610270, 2.859611, -0.727666)  0.472
H (-2.035363, 1.015223, -0.414838)  -0.148
H (0.035649, -0.126915, 0.181105)  -0.051
H (1.009872, 0.756399, -0.835025)  0.566
H (0.259166, -0.576852, -1.661951)  0.399
H (-0.711036, 1.825054, -2.825844)  0.417
H (-2.351720, 3.290575, -0.115605)  0.304
H (-1.473063, 4.062618, -1.278686)  0.261
H (1.426498, 1.066286, 1.822195)  0.287
H (2.523803, 2.555266, 0.265942)  0.345
H (3.921814, 2.240211, 0.690994)  0.289
O (3.417339, 2.988057, 0.270608)  -0.701
H (0.429283, -3.177713, 0.792342)  0.259
H (0.003009, -4.332725, 0.010243)  0.287
O (0.549475, -3.593009, -0.034284)  -0.628
H (1.342229, -1.378864, 3.282421)  0.270
H (0.392068, -2.346592, 3.711478)  0.275
O (0.657974, -1.930174, 2.888401)  -0.459
H (-2.457119, -1.361977, 3.121536)  0.304
H (-2.500085, -0.274034, 2.155759)  0.352
O (-3.036329, -0.783848, 2.708409)  -0.709
H (2.747510, -2.948768, -1.893396)  0.271
H (1.472185, -2.349329, -1.280894)  0.338
O (2.234542, -2.105861, -1.785588)  -0.581
H (2.731409, -0.853836, 1.576163)  0.338
H (3.299756, -0.245235, 2.817670)  0.201
O (2.553188, -0.290722, 2.428569)  -0.688
H (-1.602612, -1.880713, -3.399211)  0.267
H (-2.012758, -0.477150, -2.850358)  0.359
O (-1.977598, -1.400302, -2.632437)  -0.661
H (-3.334233, -0.690051, -0.060267)  0.299
H (-2.008882, -1.334721, -1.001667)  0.437
O (-2.355752, -0.899271, -0.168795)  -0.777
H (-2.126720, -2.329218, 0.637418)  0.499
H (-3.025871, -2.772557, 1.788499)  0.290
O (-2.085094, -2.874021, 1.474137)  -0.749
H (3.193494, 0.494974, -2.355638)  0.282
H (2.042393, -0.210037, -3.175375)  0.314
O (2.703244, 0.518304, -3.137865)  -0.608

Cartesian forces, eV/Å:
C 3.7 3.8 0.3
O 0.1 0.4 -0.6
C 0.1 -4.3 4.3
C -0.5 2.3 2.8
C -2.0 -1.7 0.6
O 0.8 0.7 -4.1
N -1.8 -0.8 2.5
H -0.5 0.3 -1.5
H -2.0 -2.5 -0.2
H -1.4 0.1 -0.2
H 3.1 0.4 -1.4
H 0.1 -0.7 -1.2
H 2.2 1.2 -0.4
H -0.7 0.7 1.0
H -1.5 -0.8 0.8
H 1.9 0.8 -0.7
H -0.6 1.4 -2.7
H -0.5 -0.1 0.2
H 0.6 0.8 0.3
H -0.4 1.3 -0.6
O 0.0 -2.0 0.4
H -0.3 1.0 1.8
H -1.5 -2.0 0.0
O 1.7 1.1 -1.6
H 0.4 0.5 -0.8
H -0.8 -0.7 -0.2
O -0.1 -0.2 0.9
H 1.8 -1.7 1.1
H 1.4 1.1 -1.5
O -3.4 1.1 0.7
H -0.8 1.2 0.2
H -0.9 -0.6 0.7
O 1.7 -0.7 -0.9
H -0.7 1.5 2.3
H 8.5 0.7 4.4
O -7.1 -2.0 -6.8
H -0.3 0.5 0.7
H 0.2 1.2 -0.3
O 0.3 -1.8 -0.9
H 1.9 -1.0 -1.1
H -1.5 0.8 0.3
O -1.3 -0.4 0.8
H 0.2 -0.3 1.3
H 1.5 -0.3 -0.4
O -1.4 -0.6 -0.4
H 0.8 -0.5 1.9
H 1.2 0.6 0.7
O -2.0 0.0 -2.6

***

Record 3
DFT (wB97M-V/def2-TZVPD) results for a 2-piece molecular cluster, C5H14N2S overall in a non-equilibrium geometry.

- Total charge: +1
- Multiplicity: 2
- Energy relative to the best compared isomer or geometry (same formula, charge and spin): 42.2 kcal/mol
- Orbital gap (alpha / beta): 10.36 / 5.13 eV
- ⟨S²⟩: 0.7540
- LUMO energy (alpha / beta): -2.840 / -7.914 eV

Last column: Mulliken charge in e.
Positions of all 22 atoms, in Å:
C (-0.260747, -1.172368, -3.447720)  -1.154
C (-0.541683, -0.664078, -2.047940)  -0.025
C (-1.734918, -0.826291, -1.436515)  0.005
N (-2.062147, -0.421356, -0.084637)  -0.547
H (-1.113711, -1.723460, -3.860605)  0.340
H (-0.017946, -0.308507, -4.083533)  0.294
H (0.602183, -1.769734, -3.385740)  0.338
H (0.269860, -0.343030, -1.382063)  -0.012
H (-2.497538, -1.420443, -1.965227)  0.256
H (-0.788529, -0.697233, 0.710590)  0.405
H (-1.853812, 0.577669, -0.027147)  0.348
H (-3.103357, -0.476347, -0.101122)  0.306
C (1.034730, 1.488154, 2.400852)  -0.770
C (1.185769, 0.749547, 1.037231)  -0.312
S (0.611087, -0.971241, 1.133213)  0.046
N (1.759837, 0.919103, 3.538667)  -0.538
H (0.009007, 1.666963, 2.719384)  0.363
H (1.452609, 2.502043, 2.261915)  0.380
H (2.239429, 0.792385, 0.731366)  0.405
H (0.608364, 1.268069, 0.249693)  0.364
H (2.757760, 0.888461, 3.359678)  0.268
H (1.443758, -0.058297, 3.679660)  0.240

Cartesian forces, eV/Å:
C -0.9 1.5 0.7
C -0.9 -0.8 1.1
C 0.8 -0.8 -1.1
N -0.8 0.8 -1.4
H 0.3 0.2 0.1
H -0.1 -0.3 0.0
H 1.1 -1.0 -0.2
H 0.0 0.5 -0.9
H 0.1 0.6 0.4
H -0.1 -0.6 0.1
H -0.4 0.0 0.0
H 1.0 -0.1 1.1
C 0.9 0.7 1.2
C -0.3 0.1 -0.5
S 0.1 0.7 -0.1
N -0.7 -1.1 -0.8
H -0.2 -0.4 -0.3
H -0.2 -0.4 -0.3
H -0.2 -0.4 0.2
H 0.1 -0.2 0.4
H 0.0 0.0 0.1
H 0.4 0.9 0.3

***

Record 4
DFT (wB97M-V/def2-TZVPD) results for C23H44CrN6O6S2Si as an isolated structure.

- Total charge: +1
- Multiplicity: 4
- Energy relative to the best compared isomer or geometry (same formula, charge and spin): 0.0 kcal/mol
- Orbital gap (alpha / beta): 7.49 / 7.81 eV
- ⟨S²⟩: 3.8025
- LUMO energy (alpha / beta): -3.781 / -3.593 eV

Last column: Mulliken charge in e.
Positions of all 83 atoms, in Å:
Cr (-0.225625, 0.031902, -1.721959)  -0.654
C (-0.877700, -2.827002, -0.670224)  -0.780
O (-0.930427, -1.929762, -1.801759)  0.071
C (-2.198840, -1.935576, -2.487947)  -0.742
C (-2.984324, -0.721852, -2.057896)  -0.380
O (-2.124099, 0.405456, -2.298850)  0.342
C (-2.760510, 1.680686, -2.050949)  -0.937
H (-0.981406, -3.846970, -1.039709)  0.354
H (-1.664757, -2.579014, 0.039078)  0.422
H (0.086344, -2.685802, -0.190854)  -0.007
H (-2.736068, -2.853994, -2.255233)  0.616
H (-1.981506, -1.900430, -3.554831)  0.291
H (-3.239063, -0.752895, -0.995420)  0.120
H (-3.888232, -0.609587, -2.658823)  0.525
H (-3.647948, 1.740045, -2.678802)  0.347
H (-2.042651, 2.444418, -2.328398)  0.270
H (-3.015672, 1.758282, -0.994468)  0.268
C (2.779987, -2.309887, 3.693537)  -1.878
C (2.499454, -1.661814, 2.342837)  1.935
C (2.620324, -2.695016, 1.232023)  -1.297
C (3.446771, -0.492527, 2.116905)  -1.503
O (1.130181, -1.229788, 2.388114)  0.533
Si (0.197104, 0.082860, 2.278863)  -1.437
S (-0.927735, 0.277153, 0.442318)  0.972
O (-0.986081, -0.008695, 3.378035)  -0.082
C (-1.974978, -0.959437, 3.800903)  1.765
C (-1.612546, -2.367712, 3.349113)  -1.348
C (-2.010012, -0.882752, 5.320171)  -1.810
C (-3.309885, -0.528331, 3.206568)  -1.317
O (1.106683, 1.386069, 2.566348)  0.198
C (0.841894, 2.798694, 2.727952)  1.789
C (-0.568625, 3.032438, 3.249945)  -1.615
C (1.034804, 3.472146, 1.378748)  -1.198
C (1.875231, 3.292383, 3.728785)  -1.830
H (3.800136, -2.693816, 3.732844)  0.464
H (2.089367, -3.136505, 3.863787)  0.338
H (2.651391, -1.578885, 4.492011)  0.372
H (3.629796, -3.107519, 1.210041)  0.499
H (2.415903, -2.242537, 0.261286)  -0.087
H (1.917888, -3.512302, 1.404964)  0.288
H (4.473265, -0.856053, 2.054934)  0.538
H (3.373236, 0.227043, 2.929816)  0.273
H (3.209010, 0.030285, 1.189882)  0.123
H (-0.657276, -2.677008, 3.771660)  0.196
H (-1.534488, -2.410914, 2.261038)  -0.041
H (-2.385038, -3.067923, 3.669525)  0.590
H (-1.038980, -1.159128, 5.732023)  0.396
H (-2.766430, -1.558665, 5.721256)  0.423
H (-2.245563, 0.132899, 5.638364)  0.327
H (-3.265884, -0.562747, 2.116379)  0.056
H (-3.540762, 0.493542, 3.508948)  0.307
H (-4.111150, -1.184181, 3.550066)  0.470
H (-1.313261, 2.671506, 2.537570)  0.222
H (-0.727593, 4.100764, 3.401805)  0.547
H (-0.719680, 2.515790, 4.196864)  0.300
H (0.313579, 3.087998, 0.655478)  0.074
H (2.047810, 3.293541, 1.014858)  0.121
H (0.892949, 4.549740, 1.469625)  0.555
H (1.747192, 2.783976, 4.684738)  0.411
H (1.768969, 4.366123, 3.887115)  0.422
H (2.882379, 3.094028, 3.360014)  0.346
C (-1.340522, 0.788253, -7.984403)  -1.115
C (-0.441941, 1.477538, -6.957292)  -0.485
C (-0.021344, 0.564933, -5.854555)  0.333
N (-0.304799, 0.736137, -4.617406)  -0.876
N (0.198671, -0.253541, -3.803736)  1.353
C (0.862997, -1.178861, -4.459141)  0.115
N (1.412662, -2.268779, -3.889177)  -0.296
S (0.915502, -0.885321, -6.155850)  -0.165
H (-1.634523, 1.494461, -8.758452)  0.356
H (-2.244663, 0.401427, -7.514043)  0.307
H (-0.827782, -0.042306, -8.471933)  0.365
H (-0.955622, 2.314785, -6.485743)  0.262
H (0.449156, 1.877047, -7.446386)  0.296
H (1.550166, -2.255551, -2.890470)  0.056
H (2.044057, -2.836502, -4.427206)  0.288
O (0.265179, 1.912083, -1.957978)  0.095
N (1.354571, 2.567506, -1.789803)  -0.507
C (2.424604, 1.894874, -1.440045)  0.377
C (2.254246, 0.488938, -1.339729)  0.761
N (1.854216, -0.595788, -1.380899)  -0.455
C (3.665656, 2.545498, -1.183176)  -0.156
N (4.682640, 3.030433, -0.963616)  -0.441

Cartesian forces, eV/Å:
Cr 0.1 0.1 0.0
C 0.0 0.0 0.0
O 0.0 0.0 0.0
C 0.0 0.0 0.0
C 0.0 0.0 0.0
O 0.0 0.0 0.0
C 0.0 0.0 0.0
H 0.0 0.0 0.0
H 0.0 0.0 0.0
H 0.0 0.0 0.0
H 0.0 0.0 0.0
H 0.0 0.0 0.0
H 0.0 0.0 0.0
H 0.0 0.0 0.0
H 0.0 0.0 0.0
H 0.0 0.0 0.0
H 0.0 0.0 0.0
C 0.0 0.0 0.0
C 0.0 0.0 0.2
C 0.0 0.0 0.0
C 0.0 0.0 0.0
O -0.1 -0.1 -0.5
Si 0.0 0.1 0.2
S 0.0 -0.1 0.0
O 0.1 0.0 0.1
C 0.0 0.0 0.0
C 0.0 0.0 0.0
C 0.0 0.0 0.0
C 0.0 0.0 0.0
O 0.0 0.0 -0.1
C 0.0 0.0 0.1
C 0.0 0.0 0.0
C 0.0 0.0 0.0
C 0.0 0.0 0.0
H 0.0 0.0 0.0
H 0.0 0.0 0.0
H 0.0 0.0 0.0
H 0.0 0.0 0.0
H 0.0 0.0 0.0
H 0.0 0.0 0.0
H 0.0 0.0 0.0
H 0.0 0.0 0.0
H 0.0 0.0 0.0
H 0.0 0.0 0.0
H 0.0 0.0 0.0
H 0.0 0.0 0.0
H 0.0 0.0 0.0
H 0.0 0.0 0.0
H 0.0 0.0 0.0
H 0.0 0.0 0.0
H 0.0 0.0 0.0
H 0.0 0.0 0.0
H 0.0 0.0 0.0
H 0.0 0.0 0.0
H 0.0 0.0 0.0
H 0.0 0.0 0.0
H 0.0 0.0 0.0
H 0.0 0.0 0.0
H 0.0 0.0 0.0
H 0.0 0.0 0.0
H 0.0 0.0 0.0
C 0.0 0.0 0.0
C 0.0 0.0 0.0
C 0.0 0.0 0.0
N 0.0 0.0 0.0
N 0.0 0.0 0.0
C 0.0 0.0 0.0
N 0.0 0.0 0.0
S 0.0 0.0 0.0
H 0.0 0.0 0.0
H 0.0 0.0 0.0
H 0.0 0.0 0.0
H 0.0 0.0 0.0
H 0.0 0.0 0.0
H 0.0 0.0 0.0
H 0.0 0.0 0.0
O 0.0 0.0 0.0
N 0.0 0.0 0.0
C 0.0 0.0 0.0
C -0.1 0.0 0.0
N 0.0 -0.1 0.0
C 0.0 0.0 0.0
N 0.0 0.0 0.0

***

no.,energy (eV)
1,-9709.9080
2,-30707.4887
3,-19217.8864
4,-103758.3508